#one
Formula: C4H5NO2
Source: OMol25
Level of theory: the ωB97M-V functional and the def2-TZVPD basis

Results
HOMO-LUMO gap	9.27	eV
multiplicity	1
lowest unoccupied orbital energy	0.365	eV
E_HOMO	-8.901	eV

Last column: natural (NBO) charge in e.
CARTESIAN COORDINATES (ANGSTROEM)
C -1.30043 -0.44177 0.72046  -0.129
C -0.02929 -0.13827 -0.02260  0.423
C 1.47855 0.03265 -1.45293  -0.152
C 2.00994 0.17094 -0.12874  0.072
H -3.00626 1.12881 1.35579  0.475
H -1.94719 -0.77995 -0.18055  0.205
H -1.39101 -1.31062 1.42125  0.207
H 1.94351 -0.25341 -2.31870  0.203
H 2.97495 0.54026 0.17536  0.209
N -0.00550 0.00755 -1.35879  -0.401
O -1.78885 0.94039 1.16879  -0.748
O 1.06157 0.10343 0.62066  -0.364

#two
Formula: C4H5NO2
Source: OMol25
Level of theory: the ωB97M-V functional and the def2-TZVPD basis

Results
HOMO-LUMO gap	10.80	eV
multiplicity	1
lowest unoccupied orbital energy	0.572	eV
E_HOMO	-10.223	eV

Last column: natural (NBO) charge in e.
CARTESIAN COORDINATES (ANGSTROEM)
O 2.77872 -0.23337 -0.29731  -0.494
C 1.58372 -0.21200 -0.45623  0.408
C 0.65024 0.41142 0.53138  -0.166
C -0.51364 1.17059 -0.06596  -0.207
N -0.71360 -0.03695 0.65510  -0.421
C -1.33294 -1.18650 0.19452  0.529
O -2.30675 -1.18326 -0.51840  -0.551
H 1.10690 -0.61561 -1.37745  0.116
H 1.12266 0.76766 1.44328  0.229
H -0.63502 1.13393 -1.14943  0.212
H -0.84565 2.08683 0.41364  0.220
H -0.89465 -2.10274 0.62687  0.125

Relative energy of each structure, in kcal/mol: #one 60.8; #two 0.0.

#one
Formula: C4H5NO2
Source: OMol25
Level of theory: the ωB97M-V functional and the def2-TZVPD basis

Results
HOMO-LUMO gap	11.28	eV
multiplicity	1
lowest unoccupied orbital energy	0.758	eV
E_HOMO	-10.525	eV

Last column: natural (NBO) charge in e.
CARTESIAN COORDINATES (ANGSTROEM)
O -0.42078 -2.01784 -1.67829  -0.505
C -0.29789 -1.05764 -0.97469  0.807
C -0.03958 -0.88480 0.68351  -0.509
C 0.63000 0.48235 0.92259  -0.273
N -0.31057 1.43102 0.35219  -0.439
C -0.51015 1.26538 -0.88181  0.381
O 0.00519 0.22744 -1.61898  -0.549
H -0.88016 -0.94780 1.40973  0.249
H 0.60319 -1.74771 0.80992  0.239
H 1.60079 0.52722 0.40989  0.202
H 0.81398 0.79179 1.96695  0.218
H -1.19402 1.93059 -1.40101  0.179

#two
Formula: C4H5NO2
Source: OMol25
Level of theory: the ωB97M-V functional and the def2-TZVPD basis

Results
HOMO-LUMO gap	10.79	eV
multiplicity	1
lowest unoccupied orbital energy	1.005	eV
E_HOMO	-9.781	eV

Last column: natural (NBO) charge in e.
CARTESIAN COORDINATES (ANGSTROEM)
C -0.56184 0.58233 2.01210  -0.254
O 0.31421 0.88529 0.92908  -0.486
C 0.30200 0.01575 -0.08606  0.438
C 0.55631 0.39387 -1.43581  -0.396
C 0.39377 -0.76989 -2.09951  0.150
O 0.08982 -1.76158 -1.25039  -0.279
N 0.02795 -1.26042 0.03500  -0.202
H -1.55219 0.32131 1.62512  0.187
H -0.18419 -0.24342 2.62107  0.191
H -0.62700 1.49263 2.61032  0.195
H 0.79479 1.37384 -1.81350  0.244
H 0.44637 -1.02972 -3.14743  0.212

Relative energy of each structure, in kcal/mol: #one 0.0; #two 20.4.

#one
Formula: C4H5NO2
Source: OMol25
Level of theory: the ωB97M-V functional and the def2-TZVPD basis

Results
HOMO-LUMO gap	9.03	eV
multiplicity	1
lowest unoccupied orbital energy	0.630	eV
E_HOMO	-8.396	eV

Last column: natural (NBO) charge in e.
CARTESIAN COORDINATES (ANGSTROEM)
N -2.32991 0.02620 -0.60013  -0.806
C -1.55250 -0.22992 0.44410  0.287
C 0.96404 -0.90854 0.49976  -0.303
C 1.50239 0.13433 -0.05380  0.296
O 2.34925 0.67345 -0.93158  -0.640
C 0.53887 0.43957 0.99752  0.050
O -0.76771 0.87138 0.61849  -0.568
H -2.19600 0.85236 -1.17693  0.380
H -2.92684 -0.71150 -0.93465  0.396
H 0.75371 -1.96510 0.52048  0.241
H 2.83057 -0.06380 -1.33404  0.488
H 0.83414 0.88157 1.95078  0.178

#two
Formula: C4H5NO2
Source: OMol25
Level of theory: the ωB97M-V functional and the def2-TZVPD basis

Results
HOMO-LUMO gap	10.50	eV
multiplicity	1
lowest unoccupied orbital energy	0.923	eV
E_HOMO	-9.574	eV

Last column: natural (NBO) charge in e.
CARTESIAN COORDINATES (ANGSTROEM)
N -1.31960 -0.99602 -0.23770  -0.813
C -0.29903 -0.03916 -0.08711  -0.031
C 0.97032 -0.07732 -0.93186  -0.410
C 1.10115 -0.13576 0.53334  0.077
O 0.99163 1.19313 1.08925  -0.498
C -0.34918 1.20819 0.73352  0.764
O -1.22178 1.88258 1.18245  -0.540
H -1.86306 -0.87492 -1.08352  0.377
H -1.93415 -1.02530 0.56614  0.380
H 1.08276 -1.02873 -1.44374  0.238
H 1.30811 0.78490 -1.49884  0.231
H 1.53284 -0.89161 1.17808  0.224

#three
Formula: C4H5NO2
Source: OMol25
Level of theory: the ωB97M-V functional and the def2-TZVPD basis

Results
HOMO-LUMO gap	9.35	eV
multiplicity	1
lowest unoccupied orbital energy	0.245	eV
E_HOMO	-9.104	eV

Last column: natural (NBO) charge in e.
CARTESIAN COORDINATES (ANGSTROEM)
C 0.54738 0.76059 1.18509  -0.446
N 1.39905 -0.32320 0.72714  -0.475
C 1.17928 -1.05036 -0.26958  0.412
O 0.17275 -1.08745 -1.21193  -0.496
C -0.76272 -0.06207 -1.28637  -0.235
C -1.90506 -0.14156 -0.63037  0.676
O -2.89687 -0.16638 -0.01425  -0.428
H -0.46383 0.41482 1.42560  0.192
H 0.46190 1.56107 0.44302  0.197
H 0.98008 1.18258 2.09501  0.203
H 1.86427 -1.86226 -0.51452  0.171
H -0.57623 0.77421 -1.94884  0.229

#four
Formula: C4H5NO2
Source: OMol25
Level of theory: the ωB97M-V functional and the def2-TZVPD basis

Results
HOMO-LUMO gap	9.50	eV
multiplicity	1
lowest unoccupied orbital energy	0.409	eV
E_HOMO	-9.093	eV

Last column: natural (NBO) charge in e.
CARTESIAN COORDINATES (ANGSTROEM)
C -1.46814 -0.10915 0.08438  0.661
C 1.20421 0.23058 -0.00828  0.788
C -1.44783 1.37733 0.13730  -0.349
C 1.41421 -1.21209 -0.04692  -0.767
N -0.47429 0.49974 0.71745  -0.536
O -1.79856 -1.14577 -0.32772  -0.573
O 1.56915 1.20543 -0.55855  -0.463
H -1.17522 1.95865 -0.78209  0.199
H -1.98059 1.89355 0.93975  0.203
H 1.54190 -1.77675 1.00562  0.284
H 2.21841 -1.28772 -0.68571  0.242
H 0.39676 -1.63378 -0.47523  0.311

Relative energy of each structure, in kcal/mol: #one 64.9; #two 0.0; #three 21.7; #four 35.6.

#one
Formula: C4H5NO2
Source: OMol25
Level of theory: the ωB97M-V functional and the def2-TZVPD basis

Results
HOMO-LUMO gap	9.93	eV
multiplicity	1
lowest unoccupied orbital energy	0.767	eV
E_HOMO	-9.163	eV

Last column: natural (NBO) charge in e.
CARTESIAN COORDINATES (ANGSTROEM)
O -0.86333 -1.53797 0.50511  -0.487
C -1.31302 -0.51773 0.03124  0.387
C -0.36718 0.29525 -0.84329  -0.046
C 0.28034 1.08319 0.31836  -0.309
N 0.99861 0.01914 1.05003  -0.482
C 1.12219 -0.87870 0.16380  0.389
O 0.67497 -0.61850 -1.12558  -0.494
H -2.22723 -0.07163 0.43525  0.143
H -0.73905 0.80211 -1.74670  0.233
H 1.23133 1.51388 0.03937  0.246
H -0.39520 1.74436 0.88206  0.217
H 1.59759 -1.83339 0.29036  0.204

#two
Formula: C4H5NO2
Source: OMol25
Level of theory: the ωB97M-V functional and the def2-TZVPD basis

Results
HOMO-LUMO gap	8.51	eV
multiplicity	1
lowest unoccupied orbital energy	0.208	eV
E_HOMO	-8.298	eV

Last column: natural (NBO) charge in e.
CARTESIAN COORDINATES (ANGSTROEM)
O 3.01931 0.25097 -0.23229  -0.567
C 2.24778 1.15220 -0.04735  0.426
C 0.63894 0.83608 0.32268  -0.289
C -0.58374 1.45376 0.06780  0.466
O -1.06046 2.55290 -0.07279  -0.606
C -1.25514 0.02630 0.07520  -0.312
N 0.11561 -0.55201 0.22841  -0.513
H 2.45594 2.21859 -0.06869  0.142
H -1.90220 -0.18850 0.92074  0.216
H -1.73847 -0.26642 -0.85479  0.215
H 0.46063 -1.07377 -0.58419  0.411
H 0.26985 -1.13044 1.05891  0.411

#three
Formula: C4H5NO2
Source: OMol25
Level of theory: the ωB97M-V functional and the def2-TZVPD basis

Results
HOMO-LUMO gap	8.41	eV
multiplicity	1
lowest unoccupied orbital energy	-0.761	eV
E_HOMO	-9.167	eV

Last column: natural (NBO) charge in e.
CARTESIAN COORDINATES (ANGSTROEM)
C -0.21073 -1.37822 0.46985  0.191
C -1.14278 -0.21710 -0.00914  0.435
C 1.14691 -0.80018 0.35178  -0.633
C 0.98935 0.68159 -0.24273  -0.266
N -0.43089 1.02650 -0.21071  -0.164
O -1.17495 0.76048 0.96561  -0.348
O -2.31024 -0.47652 -0.60402  -0.702
H 1.69083 -0.67457 1.34537  0.270
H 1.60315 -1.25092 -0.51778  0.286
H 1.54605 1.35610 0.39942  0.203
H 1.31504 0.82693 -1.25758  0.215
H -3.02173 0.14592 -0.69007  0.513

#four
Formula: C4H5NO2
Source: OMol25
Level of theory: the ωB97M-V functional and the def2-TZVPD basis

Results
HOMO-LUMO gap	10.65	eV
multiplicity	1
lowest unoccupied orbital energy	0.913	eV
E_HOMO	-9.741	eV

Last column: natural (NBO) charge in e.
CARTESIAN COORDINATES (ANGSTROEM)
N -0.63043 -1.49615 0.46198  -0.808
C -0.22669 -0.19233 0.09989  -0.035
C 0.27887 0.13062 -1.30603  -0.411
C 1.14543 0.39145 -0.14207  0.072
O 0.76696 1.64993 0.46134  -0.495
C -0.44366 1.10087 0.84940  0.768
O -1.22649 1.54397 1.63113  -0.537
H -1.56995 -1.69557 0.13509  0.375
H -0.61211 -1.62179 1.46901  0.376
H 0.51859 -0.76747 -1.87128  0.239
H -0.12482 0.96160 -1.87918  0.232
H 2.12428 -0.00513 0.09073  0.223

Relative energy of each structure, in kcal/mol: #one 23.5; #two 29.2; #three 119.6; #four 0.0.